[1]
{"formula": "C2H6O", "method": "wB97M-V/def2-TZVPD", "e_tot_ev": -4214.499, "spin_multiplicity": 1, "relative_energy_kcal_mol": 91.5, "charge": 0, "homo_ev": [-10.374, -9.067], "orbital_gap_ha": [0.3701, 0.3017], "symbols": ["C", "C", "O", "H", "H", "H", "H", "H", "H"], "xyz": [[0.68261, 0.56920, -0.38704], [0.37285, -0.61823, 0.41754], [-1.91780, -0.01261, 0.18948], [0.29272, 0.38599, -1.43511], [0.25192, 1.47437, -0.07689], [1.81931, 0.93419, -0.52545], [0.80444, -0.40089, 1.36424], [0.19240, -1.57202, -0.01086], [-2.49846, -0.75999, 0.46409]], "forces_ev_per_angstrom": [[1.8, -0.4, -4.1], [-0.9, 2.6, -0.3], [1.3, -1.0, 0.5], [0.6, 0.5, 1.0], [-1.0, 1.0, 1.0], [-2.0, -1.5, 0.6], [-0.5, -1.1, 1.4], [0.0, -0.6, 0.0], [0.7, 0.5, -0.1]]}

---

[2]
{"formula": "C2H6O", "method": "wB97M-V/def2-TZVPD", "e_tot_ev": -4217.188, "spin_multiplicity": 1, "relative_energy_kcal_mol": 29.5, "charge": 0, "homo_ev": -10.018, "smiles": "C=C.O", "orbital_gap_ha": 0.4007, "symbols": ["C", "C", "H", "H", "H", "H", "H", "H", "O"], "xyz": [[-0.02066, -0.46999, -1.03681], [-1.09581, 0.12246, -0.57454], [0.06012, -0.75518, -2.09313], [1.00971, -0.61475, -0.75792], [-2.03341, 0.35133, -1.06920], [-1.20414, 0.49224, 0.44476], [1.55375, -0.00340, 2.23953], [0.58239, 0.82090, 1.48256], [1.14805, 0.05640, 1.36476]], "forces_ev_per_angstrom": [[0.9, -0.3, -3.0], [-0.6, 0.7, 1.5], [-1.1, 0.0, -0.1], [-0.4, 0.2, 1.7], [0.3, -0.5, -0.8], [0.5, -0.2, 0.1], [0.1, -0.2, -0.2], [-0.2, 0.2, -0.3], [0.4, 0.1, 1.0]]}

---

[3]
{"formula": "C2H6O", "method": "wB97M-V/def2-TZVPD", "e_tot_ev": -4218.457, "spin_multiplicity": 1, "relative_energy_kcal_mol": 0.2, "charge": 0, "homo_ev": -10.305, "smiles": "CCO", "orbital_gap_ha": 0.4163, "symbols": ["C", "C", "O", "H", "H", "H", "H", "H", "H"], "xyz": [[-1.02036, 0.03383, -0.02650], [0.47969, 0.24882, -0.00580], [1.12701, -0.95293, 0.37019], [-1.39584, -0.22202, 0.96916], [-1.51771, 0.94832, -0.36915], [-1.27052, -0.78326, -0.71042], [0.73827, 1.05853, 0.69458], [0.81757, 0.54643, -1.00475], [2.04189, -0.87772, 0.08269]], "forces_ev_per_angstrom": [[0.0, 0.0, 0.0], [-0.2, 0.4, -0.1], [0.2, -0.1, 0.0], [0.1, 0.0, -0.1], [0.0, -0.2, 0.1], [0.0, 0.1, 0.1], [0.0, -0.1, -0.1], [0.0, 0.1, 0.0], [0.0, -0.2, 0.1]]}

---

[4]
{"formula": "C2H6O2", "method": "wB97M-V/def2-TZVPD", "e_tot_ev": -6262.050, "spin_multiplicity": 1, "relative_energy_kcal_mol": 97.0, "charge": 0, "homo_ev": -9.028, "orbital_gap_ha": 0.3210, "symbols": ["O", "C", "C", "O", "H", "H", "H", "H", "H", "H"], "xyz": [[1.09024, -0.49441, -0.66174], [0.58937, -0.17582, 0.57687], [-0.67116, 0.58944, 0.28769], [-0.60700, 1.25146, -0.80398], [0.00512, -1.15491, -0.91356], [0.36537, -1.02816, 1.22918], [1.27213, 0.51993, 1.08832], [-0.94465, -1.27209, -0.67329], [-1.41591, 0.92970, 1.00960], [0.18299, 0.75869, -1.24211]], "forces_ev_per_angstrom": [[0.1, 0.0, 0.0], [-0.1, 0.0, 0.1], [0.3, 0.1, 0.0], [-0.1, -0.1, 0.1], [-0.6, 0.0, 0.1], [0.2, 0.1, 0.0], [-0.1, 0.0, 0.0], [0.2, 0.2, 0.0], [0.0, -0.3, -0.2], [0.1, 0.1, -0.1]]}

---

[5]
{"formula": "C2H6O2", "method": "wB97M-V/def2-TZVPD", "e_tot_ev": -6265.683, "spin_multiplicity": 1, "relative_energy_kcal_mol": 13.2, "charge": 0, "homo_ev": -10.194, "smiles": "OCCO", "orbital_gap_ha": 0.4038, "symbols": ["O", "C", "C", "O", "H", "H", "H", "H", "H", "H"], "xyz": [[-0.75293, 1.23682, -0.03435], [-0.68077, -0.18352, -0.08827], [0.71861, -0.58020, 0.32298], [1.66694, 0.22179, -0.34320], [-1.60782, 1.45643, -0.40693], [-1.42634, -0.61591, 0.59352], [-0.89631, -0.51124, -1.11567], [0.81728, -0.49412, 1.41756], [0.90924, -1.62383, 0.04503], [1.25211, 1.09377, -0.39067]], "forces_ev_per_angstrom": [[-0.1, 0.0, 0.1], [-0.3, -0.3, -0.1], [0.0, -0.3, 0.2], [0.0, 0.1, 0.0], [-0.1, 0.4, 0.0], [0.2, -0.1, -0.1], [0.1, -0.1, 0.2], [0.0, 0.1, -0.2], [-0.1, 0.2, 0.1], [0.2, 0.1, -0.1]]}

---

[6]
{"formula": "C2H6O2", "method": "wB97M-V/def2-TZVPD", "e_tot_ev": -6265.238, "spin_multiplicity": 1, "relative_energy_kcal_mol": 23.4, "charge": 0, "homo_ev": -10.245, "smiles": "OCCO", "orbital_gap_ha": 0.4025, "symbols": ["C", "C", "H", "H", "H", "H", "H", "H", "O", "O"], "xyz": [[0.17153, -0.84258, -0.41147], [0.50271, -0.08549, 0.87348], [0.56300, 0.72617, -1.58064], [-0.70330, -1.50031, -0.18877], [1.08583, -1.42559, -0.67374], [1.40350, 0.43743, 0.65835], [0.65206, -0.79653, 1.66878], [-0.68150, 1.18960, 0.19115], [-0.24168, 0.03528, -1.48368], [-0.55395, 0.83192, 1.12778]], "forces_ev_per_angstrom": [[-0.2, -0.8, 0.3], [-1.3, 0.0, -1.3], [-2.7, -2.3, 0.0], [0.7, 0.3, -0.5], [-0.8, 0.1, -0.2], [1.2, 0.7, 0.3], [-0.1, 0.0, 0.5], [-0.4, -0.4, 1.9], [3.2, 2.1, 0.6], [0.3, 0.4, -1.5]]}